The following is a quantum chemistry calculation of a gas-phase ion, C5H4ClN2O (charge -1) at a distorted geometry, from the Open Molecules 2025 dataset.

Results
* spin multiplicity: 1
* ΔE to the lowest compared entry with this formula, charge and spin: 0.0 kcal per mole
* SMILES string: [H]/N=c1/ccn([O-])c(Cl)c1
* DFT total energy: -837.8257 a.u.
* HOMO energy: -2.3 eV
* charge: -1
* gap between HOMO and LUMO: 0.2110 hartree

Each atom is followed by the atoms it is bonded to, with distances in Å.
Element x y z (Å)
1 C 0.27 0.93 0.07  C3 1.371, C5 1.418, H10 1.078
2 C -0.99 -1.13 -0.02  C4 1.336, C5 1.452, H11 1.083
3 C -0.89 1.67 0.04  C1 1.371, N7 1.329, H12 1.085
4 C -2.14 -0.45 -0.02  C2 1.336, N7 1.603, Cl9 1.705
5 C 0.31 -0.48 -0.04  C1 1.418, C2 1.452, N6 1.303
6 N 1.45 -1.11 -0.13  C5 1.303, H13 1.023
7 N -2.11 1.16 -0.04  C3 1.329, C4 1.603, O8 1.281
8 O -3.22 1.80 -0.11  N7 1.281
9 Cl -3.72 -1.08 0.04  C4 1.705
10 H 1.21 1.45 0.14  C1 1.078
11 H -1.02 -2.21 0.00  C2 1.083
12 H -0.86 2.75 0.09  C3 1.085
13 H 1.32 -2.12 -0.21  N6 1.023